No. 1
C3H3F2NO | ωB97M-V with the def2-TZVPD basis set

Structure (XYZ):
```
10
Properties=species:S:1:pos:R:3:forces:R:3
C 0.005 -0.043 1.034 -3.2557 -0.3765 0.9784
C 1.101 -0.424 0.408 0.1960 0.8732 -0.0288
C 0.196 0.139 -1.944 -2.6359 0.9618 2.6954
H 1.923 -0.812 1.108 -1.1470 0.4563 -1.8501
H 1.977 -0.597 -1.676 -1.9191 2.4032 3.6318
H 0.707 0.278 -2.998 -1.3590 -0.2725 1.7272
N 1.252 0.053 -0.945 2.7849 -3.3379 -4.8937
O -1.010 0.205 -1.592 4.4120 -0.6551 -3.4177
F -1.128 0.563 0.627 1.7829 0.1765 0.4992
F -0.327 -0.443 2.254 1.1410 -0.2290 0.6583
```
Forces are in eV/Å.

Computed properties:
- largest force on an atom (eV/A) = 6.55
- HOMO-LUMO gap (eV) = 9.6363
- relative energy (zero: lowest compared OMol25 entry of this formula, charge and spin) (kcal/mol) = 54.7
- E_tot (eV) = -12129.210
- SMILES = O=CNC=C(F)F

---

No. 2
C38H41BO5S | ωB97M-V with the def2-TZVPD basis set

Structure (XYZ):
```
86
Properties=species:S:1:pos:R:3:forces:R:3
C -0.527 -0.747 7.441 0.0622 -0.3623 -0.7609
O -0.688 -1.172 6.062 0.4397 0.2880 0.4077
C -0.759 -0.187 5.126 -0.2782 0.7893 -0.1592
C -1.328 -0.499 3.870 0.3749 -0.1733 0.9258
C -1.845 0.507 3.090 0.2934 0.4054 0.1327
C -1.796 1.848 3.526 1.1163 -0.7212 0.9089
B 0.859 2.749 0.987 -1.5654 0.2437 1.8420
C -2.720 2.808 3.008 -0.8966 2.1763 -0.8644
C -3.004 4.101 3.453 0.1305 -1.0972 -0.4964
C -4.166 4.665 2.847 -0.5832 -0.9197 -0.6188
C -4.788 3.798 1.955 1.2175 0.8460 0.9423
C -6.139 3.910 1.358 -0.4511 -0.0946 -0.6058
S -3.817 2.385 1.705 -0.2770 0.2379 0.9967
O 0.733 3.919 1.720 0.3702 -0.4098 -1.4679
C 0.521 4.902 0.692 -0.1824 -0.1095 0.1987
C -0.313 5.931 1.420 -0.2254 0.4256 -0.2037
C 1.897 5.471 0.342 -0.0741 0.2310 -0.1176
C -0.174 4.059 -0.502 -0.2388 -0.1458 -0.0550
C -1.669 4.326 -0.614 -0.2256 0.0947 0.1854
C 0.479 4.120 -1.887 0.1384 0.2288 -0.0289
O 0.038 2.654 -0.105 0.7101 0.8020 0.1489
C -0.964 2.166 4.633 -0.2499 -0.4851 -0.7844
C -0.398 1.152 5.403 -0.4708 -0.4424 0.0122
H -0.685 -1.667 8.004 0.0970 0.2129 0.0872
H 0.491 -0.364 7.609 -0.3224 -0.1138 0.0560
H -1.278 0.010 7.728 0.2891 -0.2590 -0.2620
H -1.398 -1.539 3.570 -0.1032 0.0763 0.0974
H -2.318 0.247 2.141 -0.0073 0.1069 0.3488
H -2.427 4.592 4.229 -0.1464 -0.0733 -0.0681
H -4.595 5.634 3.100 0.1101 -0.2840 0.0486
H -6.732 4.701 1.838 0.2826 -0.2063 -0.1263
H -6.086 4.119 0.279 -0.1563 -0.0492 0.2369
H -6.670 2.953 1.492 0.0473 0.4106 -0.1114
H -0.656 6.733 0.763 -0.0995 0.0406 0.0995
H -1.152 5.439 1.922 0.0417 0.1962 -0.2559
H 0.326 6.357 2.205 -0.1734 -0.0068 -0.2130
H 1.796 6.256 -0.418 0.1477 -0.1255 0.0898
H 2.336 5.907 1.251 -0.1509 -0.0889 -0.2395
H 2.605 4.709 -0.005 -0.2489 0.0817 -0.0764
H -1.839 5.315 -1.068 0.0365 -0.2648 0.1673
H -2.159 3.571 -1.242 0.2704 0.1346 0.0800
H -2.164 4.300 0.368 0.1903 0.0265 -0.2906
H 0.448 5.126 -2.324 0.0408 -0.1352 0.1351
H 1.519 3.764 -1.862 -0.2591 0.2365 0.0769
H -0.060 3.443 -2.564 0.0322 0.1908 0.2583
H -0.794 3.208 4.903 -0.0670 -0.2528 -0.0555
H 0.224 1.395 6.271 -0.3970 -0.0685 -0.3333
C 3.021 -4.243 2.922 -0.5935 0.2599 -0.3080
O 1.943 -3.726 2.115 0.2936 -0.3211 0.3416
C 1.696 -2.389 2.191 0.1547 0.8541 0.2675
C 0.854 -1.805 1.217 0.3432 -0.4988 0.5893
C 0.745 -0.429 1.151 0.4956 0.2785 0.3922
C 1.516 0.403 2.000 0.1324 -0.9904 0.2789
C 1.909 1.769 1.514 0.8507 -0.2508 -0.7187
C 2.941 2.551 2.315 0.0703 -0.1973 -0.1539
C 4.109 2.977 1.674 -0.0370 -0.2286 0.3762
C 5.054 3.754 2.338 -0.1910 0.0133 0.3304
C 4.819 4.112 3.674 -0.3002 0.1089 -0.4021
O 5.701 4.945 4.352 0.5074 -0.4391 -0.3999
C 7.055 4.745 4.064 -0.0469 -0.0361 0.0324
C 7.864 5.879 3.924 -0.0216 -0.6476 -0.0535
C 9.238 5.701 3.737 -0.0777 -0.3761 0.0877
C 9.791 4.412 3.700 -0.1539 0.2246 0.0215
C 8.960 3.293 3.785 -0.2660 0.0137 -0.0111
C 7.583 3.448 3.945 0.0716 0.5279 0.0774
C 3.646 3.708 4.328 0.5352 -0.0028 -0.0422
C 2.725 2.926 3.645 0.0629 -0.0398 -0.2507
C 2.133 -0.193 3.114 0.0314 0.5317 -0.8359
C 2.257 -1.569 3.186 -0.2576 -0.9271 -0.2133
H 2.989 -5.321 2.779 0.0624 0.0802 0.0132
H 3.985 -3.841 2.585 -0.1649 -0.0165 0.0425
H 2.880 -4.008 3.984 -0.0202 -0.1649 -0.2089
H 0.358 -2.459 0.502 0.0166 0.1553 0.1316
H 0.103 0.028 0.403 0.2734 -0.0321 -0.1169
H 2.375 1.603 0.504 0.1741 -0.3155 0.6697
H 4.306 2.659 0.647 -0.0852 0.1406 0.2416
H 5.982 4.039 1.835 -0.3830 0.0086 0.2118
H 7.404 6.864 3.927 0.1106 -0.1892 0.1261
H 9.876 6.575 3.621 -0.0968 -0.2044 0.0483
H 10.867 4.280 3.597 -0.2548 0.0756 -0.0412
H 9.361 2.277 3.723 -0.0177 0.4478 0.0004
H 6.909 2.589 3.938 0.2835 0.2552 0.2040
H 3.494 3.978 5.378 0.0659 -0.0027 -0.4103
H 1.814 2.589 4.136 0.1357 0.1548 -0.0417
H 2.626 0.415 3.872 -0.0110 -0.1336 -0.3529
H 2.854 -2.019 3.982 -0.2809 0.2905 -0.2115
```
Forces are in eV/Å.

Computed properties:
- largest force on an atom (eV/A) = 2.51
- HOMO-LUMO gap (eV) = 7.7242
- relative energy (zero: lowest compared OMol25 entry of this formula, charge and spin) (kcal/mol) = 0.0
- E_tot (eV) = -61821.273
- SMILES = COc1ccc([C@@H](B2OC(C)(C)C(C)(C)O2)c2ccc(Oc3ccccc3)cc2)cc1.COc1ccc(-c2ccc(C)s2)cc1

---

No. 3
C17H24N2O5S2 | ωB97M-V with the def2-TZVPD basis set

Structure (XYZ):
```
50
Properties=species:S:1:pos:R:3:forces:R:3
C -1.307 -0.496 -2.921 -0.0682 0.0003 0.0736
H -1.399 0.496 -3.352 -0.0601 0.0417 -0.1694
H -0.276 -0.806 -3.055 -0.0362 -0.0607 -0.1035
H -1.945 -1.185 -3.474 -0.0731 -0.0651 -0.0696
C -1.685 -0.527 -1.438 -0.0319 -0.2101 -0.1195
C -1.089 -1.790 -0.821 -0.1327 0.2407 0.0089
H -1.229 -1.849 0.253 -0.0394 -0.0636 0.1634
H -0.020 -1.811 -1.025 0.1180 -0.0726 -0.0060
H -1.540 -2.668 -1.278 -0.0204 -0.1449 -0.0428
C -3.207 -0.353 -1.231 -0.1294 -0.0254 0.0886
H -3.832 -1.120 -1.684 0.0494 -0.0572 -0.0727
C -3.453 1.055 -1.783 -0.3487 -0.0171 -0.1335
C -2.210 1.802 -1.340 0.0240 -0.0670 0.0169
O -1.999 2.982 -1.409 0.0474 0.1533 -0.0204
C -1.338 0.760 -0.659 0.2694 0.0404 -0.0734
C 0.095 1.160 -0.421 0.0977 0.0647 -0.6615
H 0.573 0.472 0.268 0.0967 -0.0489 0.1273
H 0.138 2.178 -0.041 0.0195 0.0613 0.1220
S 1.186 1.203 -1.868 0.4827 0.4747 0.2089
O 0.619 1.964 -2.938 -0.1750 0.3550 0.1312
O 1.679 -0.115 -2.166 0.0406 -0.0469 0.2029
N 2.462 2.132 -1.246 -0.5823 -0.1609 -0.3303
H 2.680 2.864 -1.905 -0.1300 0.1385 -0.1971
C 3.636 1.402 -0.781 0.1388 -0.3755 -0.0091
C 3.180 0.514 0.342 0.2692 -0.2288 0.2979
C 3.066 -0.859 0.157 0.0322 0.1360 0.2285
C 2.405 -1.633 1.097 0.0244 -0.1977 0.0129
C 1.883 -1.028 2.222 -0.2522 -0.2900 0.2200
C 2.062 0.320 2.467 0.1094 0.2827 0.0118
C 2.723 1.090 1.526 0.0142 -0.2357 0.0533
H 2.840 2.152 1.676 -0.0358 0.1504 0.0285
H 1.658 0.750 3.369 0.0038 0.1483 0.0948
S 0.751 -1.946 3.237 -0.0414 0.0816 0.6049
O 1.002 -3.352 3.120 0.3511 0.1458 -0.0569
O -0.566 -1.451 2.943 0.0676 0.1755 0.2256
N 1.135 -1.432 4.792 -0.1114 -0.1298 -0.8773
H 0.312 -1.156 5.304 -0.2656 0.0702 -0.0369
H 1.655 -2.136 5.291 0.1659 -0.1902 0.0277
H 2.256 -2.692 0.959 0.0227 -0.1385 -0.1059
H 3.438 -1.309 -0.749 -0.0075 -0.0370 -0.0958
H 4.370 2.134 -0.433 -0.0765 -0.0355 -0.0668
H 4.075 0.796 -1.583 0.0712 0.0905 0.1511
C -2.104 0.567 0.685 0.1521 0.0726 0.1464
H -2.367 1.534 1.115 0.0618 0.0241 0.0548
H -1.486 0.037 1.409 0.0278 0.0468 -0.0426
C -3.343 -0.253 0.291 -0.1490 -0.1259 -0.0270
H -3.328 -1.237 0.755 -0.0136 -0.0307 0.0500
H -4.273 0.237 0.579 -0.0314 -0.0288 0.0215
H -3.534 1.074 -2.869 0.0454 0.0462 -0.0547
H -4.350 1.529 -1.382 0.0084 0.0434 -0.0009
```
Forces are in eV/Å.

Computed properties:
- largest force on an atom (eV/A) = 0.89
- HOMO-LUMO gap (eV) = 9.4426
- relative energy (zero: lowest compared OMol25 entry of this formula, charge and spin) (kcal/mol) = 22.7
- E_tot (eV) = -52906.559
- SMILES = CC1(C)[C@H]2CC[C@]1(CS(=O)(=O)NCc1ccc(S(N)(=O)=O)cc1)C(=O)C2

---

No. 4
C24H25N2O2P | ωB97M-V with the def2-TZVPD basis set

Structure (XYZ):
```
54
Properties=species:S:1:pos:R:3:forces:R:3
C 2.444 -4.610 2.045 -0.1751 0.1730 -0.1453
C 1.316 -4.281 2.802 -0.0195 0.2214 -0.1788
C 0.415 -3.319 2.335 0.3393 -0.1573 -0.0918
C 0.633 -2.693 1.099 0.1112 0.0413 0.0876
P -0.574 -1.522 0.372 0.1930 0.1668 -0.7410
C -2.132 -2.297 0.927 -0.3842 0.3388 0.0197
C -2.933 -1.727 1.923 0.0567 -0.4619 0.0219
C -4.023 -2.444 2.430 0.0012 0.0194 -0.1563
C -4.351 -3.697 1.907 0.2473 0.1231 -0.0378
C -3.594 -4.230 0.857 0.0717 0.2524 -0.0398
C -2.499 -3.523 0.355 -0.0823 -0.0959 0.2860
C -0.239 0.043 1.119 -0.0675 -0.9622 0.2792
C -1.211 1.031 1.004 -1.5690 1.9957 0.3870
N -1.980 1.928 0.953 1.3849 -1.5179 -0.0801
O -0.508 -1.502 -1.125 0.1364 -0.1538 0.3486
C 1.766 -3.017 0.345 0.0542 -0.1765 0.2818
C 2.670 -3.973 0.819 -0.1045 0.0587 0.1351
H 3.139 -5.371 2.403 -0.1748 0.2233 -0.1017
H 1.129 -4.774 3.756 0.0776 0.0997 -0.2317
H -0.469 -3.071 2.926 0.2007 -0.0880 -0.1918
H -2.693 -0.734 2.306 -0.0305 -0.2873 -0.0009
H -4.613 -2.017 3.241 0.0685 -0.0902 -0.2164
H -5.195 -4.260 2.311 0.2427 0.1871 -0.1103
H -3.854 -5.198 0.430 0.0337 0.2398 0.0955
H -1.912 -3.929 -0.471 -0.1254 0.1106 0.2720
H 0.358 0.012 2.039 -0.3997 0.0744 -0.2154
H 1.922 -2.530 -0.619 -0.1030 -0.1766 0.2185
H 3.549 -4.225 0.226 -0.2040 0.0279 0.1492
C -0.032 3.851 -5.970 0.4082 -0.3407 0.3828
O 0.786 2.815 -5.373 -0.2469 0.1973 0.3732
C 0.852 2.694 -4.022 -0.2978 0.0139 0.4610
C 1.377 1.478 -3.513 -0.2944 0.7131 -0.6285
C 1.428 1.271 -2.159 0.0425 0.2067 0.4727
C 1.012 2.256 -1.222 -0.5773 0.0384 -0.8580
C 1.271 1.937 0.163 1.1875 0.3354 0.5139
N 1.278 2.778 1.185 -0.2244 -0.6221 -0.4338
C 1.919 2.403 2.444 -0.0724 -0.0698 0.0258
C 0.585 4.059 1.219 -0.1217 0.4030 0.2191
C 0.451 3.453 -1.748 0.2791 -0.4399 0.2513
C 0.389 3.679 -3.115 0.0792 -0.3531 -0.6253
H -0.006 3.619 -7.035 -0.0723 0.1549 0.1800
H -1.064 3.812 -5.595 0.2897 -0.0598 -0.0469
H 0.399 4.844 -5.786 -0.0901 -0.2238 -0.0594
H 1.703 0.723 -4.225 -0.0894 0.1250 0.2125
H 1.804 0.321 -1.790 -0.1252 0.0974 0.0044
H 1.779 0.984 0.349 -0.1704 0.7000 -0.2144
H 1.215 2.554 3.270 0.0931 -0.1807 -0.1668
H 2.229 1.360 2.400 -0.0033 0.1124 0.0538
H 2.793 3.042 2.626 -0.1333 -0.1234 -0.1213
H 0.621 4.396 2.260 -0.1297 0.0491 -0.3075
H 1.092 4.810 0.601 -0.0197 -0.1943 0.1177
H -0.464 3.954 0.919 0.2796 -0.1038 0.0932
H 0.056 4.222 -1.096 0.0812 -0.2111 -0.2059
H -0.035 4.612 -3.502 0.1485 -0.4102 0.2633
```
Forces are in eV/Å.

Computed properties:
- largest force on an atom (eV/A) = 2.57
- HOMO-LUMO gap (eV) = 6.6476
- E_tot (eV) = -41655.996

---

Which of these has the highest E_tot? C3H3F2NO

---

Which value of E_tot does entry 2 give? -61821.273 eV

---

Among the records above, which one has the highest HOMO-LUMO gap? C3H3F2NO

---

Which value of HOMO-LUMO gap does entry 3 give? 9.4426 eV